Computed, not measured: a cluster of 3 separate species, C15H39N3O6 in total, with ωB97M-V/def2-TZVPD.

The geometry in XYZ format:
```
63
Properties=species:S:1:pos:R:3:forces:R:3
C 0.31285 1.01764 -4.05906 0.18 -0.06 0.02
O -0.47747 1.90206 -4.81872 0.00 -0.10 0.05
C -1.51108 2.47658 -4.07242 -0.04 0.08 0.06
C -2.56736 1.48169 -3.58334 -0.16 0.14 0.13
N -3.76541 2.25575 -3.26814 0.10 -0.07 0.18
O -2.83667 0.55580 -4.61012 -0.02 -0.24 0.07
H 0.87277 0.40305 -4.76221 0.04 0.02 0.03
H 1.01720 1.56952 -3.42158 -0.05 -0.03 -0.01
H -0.28470 0.36015 -3.41885 0.07 0.02 -0.10
H -1.99603 3.21089 -4.71734 -0.01 -0.05 -0.03
H -1.11021 3.00000 -3.18594 -0.04 0.01 -0.08
H -2.20161 0.94488 -2.69694 -0.03 -0.02 -0.08
H -4.35470 1.73551 -2.62877 -0.06 -0.02 -0.04
H -3.50895 3.10727 -2.77862 -0.01 0.05 -0.06
H -3.13909 -0.27069 -4.21218 0.04 0.25 -0.11
C -3.06479 1.69352 0.28527 -0.01 -0.02 -0.04
O -2.49328 0.46136 -0.09841 -0.19 0.09 0.08
C -1.16482 0.25375 0.38503 -0.10 -0.11 -0.18
C -1.12921 -0.88257 1.38349 0.00 0.10 -0.03
N -1.89453 -0.55130 2.57111 -0.01 -0.02 0.01
C -1.95184 -1.59486 3.58255 -0.01 -0.01 0.02
C -2.59626 -2.91988 3.18470 -0.02 0.04 0.01
O -3.97275 -2.79660 2.86831 0.04 0.00 -0.01
C -4.26144 -2.60663 1.49840 -0.01 0.01 -0.02
H -3.98087 1.81740 -0.29001 -0.03 0.01 0.04
H -3.31199 1.72974 1.35171 0.05 -0.01 0.02
H -2.39400 2.53057 0.06104 -0.01 0.01 -0.02
H -0.78897 1.17188 0.84873 0.00 -0.01 0.05
H -0.52131 0.01702 -0.46490 -0.45 0.07 0.28
H -0.08600 -1.05428 1.67021 -0.02 0.00 0.04
H -1.47834 -1.79379 0.87591 0.00 -0.02 -0.02
H -2.83432 -0.28797 2.30207 -0.01 -0.02 0.01
H -2.50051 -1.19612 4.43869 0.00 -0.02 0.01
H -0.93215 -1.80370 3.92615 0.00 0.01 -0.02
H -2.53032 -3.59755 4.03957 -0.02 -0.01 -0.01
H -2.06620 -3.39168 2.34892 0.03 0.01 0.01
H -3.59979 -3.20805 0.86540 -0.02 -0.03 0.01
H -4.16906 -1.56106 1.18854 0.03 0.00 -0.02
H -5.28879 -2.92833 1.33291 0.00 0.01 0.02
C 4.39901 1.35668 3.22872 0.03 0.04 0.08
O 4.79878 1.24695 1.87938 -0.05 -0.05 -0.03
C 5.48281 0.03734 1.57444 0.00 -0.02 -0.02
C 4.71968 -0.72840 0.51449 0.05 0.02 0.01
N 3.42218 -1.12885 1.02564 -0.04 0.01 -0.01
C 2.56260 -1.81455 0.07486 -0.01 -0.01 -0.01
C 2.14116 -1.04956 -1.17738 0.06 -0.04 -0.02
O 1.32848 0.08058 -0.90278 0.73 -0.08 -0.18
C 2.02146 1.29592 -0.69186 0.02 0.07 0.00
H 3.94189 2.33715 3.35089 0.00 -0.01 0.00
H 3.67180 0.58480 3.50360 0.00 -0.01 -0.01
H 5.25424 1.27941 3.90876 0.00 0.02 -0.01
H 5.58810 -0.57566 2.47487 -0.02 -0.01 -0.03
H 6.48103 0.28528 1.20297 0.01 0.01 0.02
H 5.29009 -1.62338 0.24576 -0.03 -0.01 0.00
H 4.66213 -0.09834 -0.38470 0.02 0.01 0.00
H 2.94636 -0.31649 1.39756 -0.01 0.01 0.00
H 1.65617 -2.11739 0.60522 0.02 -0.02 -0.03
H 3.06353 -2.73490 -0.24656 0.00 0.02 0.01
H 1.53581 -1.72099 -1.79188 -0.01 0.02 -0.02
H 3.00512 -0.74397 -1.77920 0.01 -0.03 0.02
H 2.91733 1.35761 -1.31806 -0.04 0.01 -0.02
H 2.32360 1.43110 0.35019 0.03 -0.01 0.00
H 1.34863 2.10867 -0.96608 -0.01 0.00 0.01
```
Forces are in eV/Å.

Computed properties:
orbital gap = 9.34 eV
SMILES = COC[C@@H](N)O.COCCNCCOC.COCCNCCOC
total charge = 0
M = 357.49 g/mol
energy = -1210.48911 hartree
E_HOMO = -8.711 eV
ΔE to the lowest compared entry with this formula, charge and spin = 251.5 kJ/mol
LUMO level = 0.6 eV

Atom charges from the Mulliken analysis, given in e for atoms 1 to 5: C -0.59; O -0.39; C -0.72; C 0.94; N -0.69